A molecular structure, C26H27BiClFN6O3, computed with ωB97M-V with the def2-TZVPD basis set.

## Properties
- HOMO-LUMO gap: 7.78 eV
- Total charge: +2
- Largest force on an atom: 0.3 eV/Å
- Multiplicity: 1

XYZ file:
```
65
Properties=species:S:1:pos:R:3:forces:R:3:lowdin_charge:R:1
Bi 0.647572 0.202351 0.308754 0.0 0.0 0.1 1.640
Cl 1.200472 2.660241 0.201297 -0.1 0.0 0.0 -0.053
F -4.050616 3.548641 -3.309189 0.0 0.0 0.0 0.083
O 3.483227 -0.053990 -2.851353 0.0 0.0 -0.1 0.120
O -0.453707 0.697948 -1.531778 -0.1 0.1 0.0 -0.243
O 2.073457 -0.397966 -1.165560 0.1 -0.1 -0.1 -0.302
N -3.041767 4.898233 -5.555137 0.2 0.0 -0.2 -0.092
N -2.183416 -1.684273 1.543871 0.1 0.0 0.2 0.128
N 1.184405 2.679157 -4.718307 -0.1 0.0 -0.1 -0.003
N -0.657086 -1.895474 -0.251325 0.1 -0.1 -0.1 -0.015
N -4.556561 6.809277 -6.986909 0.0 0.0 0.1 0.064
N -1.733529 0.588906 1.055414 0.0 0.2 0.0 -0.031
C -0.699403 2.190047 -3.315368 0.0 -0.1 0.1 -0.040
C -2.041736 2.408168 -2.968918 0.0 0.0 0.0 0.102
C -3.925512 1.337484 2.575564 0.0 0.1 0.0 -0.031
C -0.136469 -2.650774 -1.241999 0.0 0.1 0.0 -0.111
C -0.518977 -3.944615 -1.481262 0.0 -0.1 0.0 -0.034
C -0.150782 2.885938 -4.398906 0.2 0.0 -0.1 -0.099
C -2.784236 3.292306 -3.687986 0.0 0.1 0.0 -0.181
C -3.175590 2.305114 1.902632 0.0 -0.1 0.0 -0.043
C -4.923049 5.343066 -7.010741 0.0 0.2 -0.1 -0.073
C -2.479949 -0.330459 1.658757 0.0 -0.1 -0.1 -0.292
C -2.682753 6.302108 -5.480004 0.0 0.1 0.1 -0.133
C -3.583374 0.015343 2.452231 0.0 0.0 -0.1 0.008
C -4.468974 4.701981 -5.713867 -0.1 0.0 0.1 -0.146
C -1.601627 -2.425904 0.513322 -0.2 0.1 0.1 -0.292
C -1.490151 -4.506578 -0.652066 0.0 0.0 -0.1 -0.028
C 1.818190 3.356485 -5.870351 0.0 0.1 0.2 -0.165
C 1.904551 1.813397 -4.009593 0.1 0.0 0.0 0.067
C -2.041369 -3.744235 0.348771 0.0 0.0 0.0 0.008
C -2.265322 3.987441 -4.800117 -0.2 0.0 0.1 -0.139
C 2.433709 0.156385 -2.301404 0.0 0.1 0.2 -0.578
C 1.482000 2.702207 -7.195710 0.0 0.0 0.0 -0.051
C 1.442672 1.101043 -2.926480 -0.1 0.1 -0.1 -0.045
C -2.096724 1.886371 1.170917 0.1 -0.1 -0.1 -0.150
C -0.948697 3.771518 -5.141091 0.0 -0.1 0.0 0.072
C -3.077799 7.014545 -6.757078 -0.2 0.0 -0.1 -0.077
C 0.110476 1.282691 -2.524524 -0.1 -0.1 0.1 -0.310
H -2.786445 -2.250183 2.118690 0.0 0.0 0.0 0.136
H -4.414004 4.918202 -7.874158 0.0 0.0 0.0 0.144
H -4.846760 7.260662 -7.855777 0.0 0.0 0.0 0.188
H -2.579859 6.591037 -7.627598 0.1 0.0 0.0 0.143
H -2.810448 -4.143862 0.995847 0.0 0.0 0.0 0.123
H 0.639349 -2.175764 -1.828251 0.0 0.0 0.0 0.104
H -0.058013 -4.505608 -2.280279 0.0 0.0 0.0 0.118
H 1.528802 4.406553 -5.830997 0.0 0.0 -0.1 0.121
H -2.905317 8.087901 -6.709466 0.1 0.0 0.0 0.144
H -1.609251 6.414477 -5.341010 0.0 0.0 0.0 0.139
H -6.001090 5.286986 -7.145682 0.0 -0.1 0.0 0.144
H -4.773987 1.620349 3.184117 0.0 0.0 0.0 0.123
H -4.705812 3.641288 -5.765525 0.0 0.0 0.0 0.149
H 0.411812 2.714999 -7.401330 0.0 0.0 0.0 0.072
H -5.078678 7.270645 -6.236823 0.0 0.0 0.0 0.185
H 2.888758 3.327666 -5.680329 0.0 0.0 0.0 0.131
H -5.046488 5.121586 -4.877659 0.0 0.0 0.0 0.136
H -1.817138 -5.527557 -0.795081 0.0 0.0 0.0 0.124
H 1.988574 3.234633 -7.999586 0.0 0.0 0.0 0.091
H 1.817278 1.665917 -7.213464 0.0 0.0 0.0 0.091
H -3.409512 3.356789 1.968444 0.0 0.0 0.0 0.115
H -2.468165 1.904180 -2.112920 0.0 0.0 0.0 0.139
H -0.552838 4.273283 -6.010785 0.0 0.0 0.0 0.117
H -1.450144 2.594604 0.667190 0.0 0.0 0.0 0.057
H 2.932122 1.665282 -4.319002 0.0 0.0 0.0 0.161
H -4.156648 -0.757776 2.945583 0.0 0.0 0.0 0.123
H -3.167302 6.794955 -4.620472 0.0 0.0 0.0 0.146
```
Positions in Å, forces in eV/Å.


A molecular structure, C26H27BrN2O8P2SiSn, computed with ωB97M-V with the def2-TZVPD basis set.

## Properties
- HOMO-LUMO gap: 7.90 eV
- Total charge: +2
- Largest force on an atom: 0.5 eV/Å
- Multiplicity: 1
- Energy above the lowest of the compared OMol25 structures with the same formula, charge and spin: 0.0 kcal/mol

XYZ file:
```
68
Properties=species:S:1:pos:R:3:forces:R:3:lowdin_charge:R:1
Sn 0.964201 -2.366802 -0.446017 0.3 0.2 0.2 1.426
Br 3.340704 -0.195481 -1.447658 0.0 0.0 0.0 0.882
P -0.987311 -2.301912 2.097076 -0.4 0.1 0.2 0.317
P 0.038952 0.547591 1.583685 0.1 -0.1 0.1 0.438
Si -0.879218 0.960240 -1.234766 0.1 -0.2 0.0 0.709
O -0.133665 -0.027355 0.124950 0.0 0.1 0.0 -0.397
O -2.093885 -2.207393 1.125966 0.0 0.0 -0.1 -0.292
O 0.385918 -2.752531 1.567099 0.0 0.2 -0.2 -0.476
O -2.504959 -4.300564 -1.498004 0.1 0.1 0.0 0.125
O 6.828382 -1.395601 2.146324 0.0 0.0 0.0 0.141
O -0.522930 1.867047 1.900944 0.1 0.0 -0.1 -0.224
O -1.336349 -3.092708 3.426515 0.3 0.0 0.0 -0.079
O 1.601154 0.380074 1.800685 -0.1 0.0 0.1 -0.101
N -2.142870 -0.042040 2.987410 0.0 0.0 -0.1 0.207
N 3.048569 -1.938786 0.650520 -0.2 -0.1 0.0 -0.154
C -4.525653 1.031106 0.661008 0.0 0.0 0.0 -0.077
C -3.905708 3.328816 0.290668 0.0 0.0 0.0 -0.048
C -0.127108 -0.997452 -3.172256 0.0 0.1 -0.1 -0.208
C -3.361264 0.615829 0.029792 -0.1 0.1 -0.1 -0.137
C 1.013118 3.067380 -0.817418 0.0 0.0 -0.1 -0.095
C 2.441968 3.928898 -2.548782 0.0 0.0 0.0 -0.055
C 4.665507 -2.437285 2.337345 0.0 0.0 0.0 0.039
C 0.431735 2.166300 -1.721156 0.0 0.1 0.0 -0.252
C 2.010467 3.936985 -1.228316 0.0 0.0 0.0 -0.062
C -1.561181 -3.764625 -1.220037 -0.2 -0.2 -0.1 -0.046
C -2.450237 1.556004 -0.472372 0.0 0.1 0.0 -0.256
C -2.471271 -0.496412 -3.058475 0.0 -0.1 0.1 -0.064
C 5.594135 -1.601505 1.706859 0.0 0.0 0.0 -0.282
C 5.213028 -0.921710 0.546867 0.0 0.0 0.0 -0.004
C -1.179083 -0.300420 -2.560028 0.0 0.0 0.0 -0.254
C -2.705756 -1.382546 -4.102000 0.0 0.0 0.0 -0.047
C -1.654299 -2.088093 -4.667577 0.0 0.0 0.0 -0.050
C -4.793703 2.390474 0.796024 0.0 0.0 0.0 -0.054
C 0.028501 -0.556296 4.105054 -0.1 0.0 0.1 -0.053
C -0.757151 -0.619180 2.797932 0.2 0.0 -0.3 -0.473
C 3.419900 -2.573034 1.777320 0.0 -0.1 0.0 -0.113
C -2.742698 2.913916 -0.344582 0.0 0.0 0.0 -0.063
C 3.942013 -1.131502 0.079106 0.0 0.1 0.0 -0.721
C 1.864665 3.059922 -3.462024 0.0 0.0 0.0 -0.061
C -0.357761 -1.891103 -4.206744 0.0 0.0 0.0 -0.067
C 0.864342 2.189603 -3.053207 0.0 0.0 0.0 -0.097
H -3.171969 -0.442906 -0.095662 0.0 -0.1 0.0 0.089
H -3.302848 0.053394 -2.635636 0.0 0.0 0.0 0.105
H 5.905969 -0.261148 0.047167 0.0 0.0 0.0 0.135
H -2.767493 -0.394100 2.242599 0.0 0.0 0.0 0.122
H 7.035074 -1.919121 2.932008 0.0 0.0 0.0 0.142
H -1.454952 -4.049761 3.353929 -0.1 0.0 0.0 0.117
H -3.711203 -1.516928 -4.477610 0.0 0.0 0.0 0.119
H -1.840598 -2.778244 -5.479567 0.0 0.0 0.0 0.119
H 2.440318 4.636741 -0.523781 0.0 0.0 0.0 0.114
H 0.150590 0.473649 4.445866 0.0 0.0 0.0 0.102
H -5.238023 0.300094 1.025033 0.0 0.0 0.0 0.115
H -2.056615 3.654746 -0.738414 0.0 0.0 0.0 0.113
H 4.918198 -2.973657 3.242141 0.0 0.0 0.0 0.133
H -5.705517 2.715462 1.279628 0.0 0.0 0.0 0.116
H -2.532555 -0.291990 3.898413 0.0 0.0 0.0 0.180
H 2.672651 -3.212782 2.226997 0.0 0.0 0.0 0.113
H 0.899135 -0.774216 -2.894851 0.0 0.0 0.0 0.028
H -0.478515 -1.132030 4.879757 0.0 0.0 0.0 0.096
H 0.470196 -2.407071 -4.675762 0.0 0.0 0.0 0.117
H -2.088065 0.985689 2.888605 0.0 0.0 0.0 0.148
H 0.666269 3.112074 0.207000 0.0 0.0 0.1 0.087
H 1.013071 -0.995507 3.959476 0.0 0.0 0.0 0.090
H 0.410062 1.531398 -3.782849 0.0 0.0 0.0 0.101
H 2.183980 3.067584 -4.495645 0.0 0.0 0.0 0.116
H -4.119634 4.384372 0.390377 0.0 0.0 0.0 0.117
H 1.981550 1.064014 2.370588 0.0 0.0 0.0 0.126
H 3.217738 4.612382 -2.867523 0.0 0.0 0.0 0.117
```
Positions in Å, forces in eV/Å.


A molecular structure, C26H27Cl2F5N6O3S2TeW at a distorted geometry, computed with ωB97M-V with the def2-TZVPD basis set.

## Properties
- HOMO-LUMO gap: 4.04 eV
- Total charge: +2
- Largest force on an atom: 2.7 eV/Å
- Multiplicity: 1
- Energy above the lowest of the compared OMol25 structures with the same formula, charge and spin: 45.4 kcal/mol

XYZ file:
```
73
Properties=species:S:1:pos:R:3:forces:R:3:lowdin_charge:R:1
W -1.457592 0.228507 -0.775539 0.1 2.6 0.7 1.745
Te -4.557788 1.152828 -2.006279 0.4 -0.7 0.1 1.979
Cl 2.569890 -2.572954 0.312607 0.1 0.0 0.0 0.713
Cl 4.516326 0.519919 4.305741 0.0 0.0 0.0 0.771
S 0.891712 0.523553 -1.491059 0.1 0.0 -0.3 0.896
S -2.917008 1.297786 1.052014 0.0 -0.4 0.1 0.871
F -1.311813 -0.654754 -2.439874 0.2 -0.5 0.3 -0.401
F -3.512096 1.164507 -3.619484 0.0 0.0 -0.1 -0.515
F -5.692908 0.115893 -3.033469 0.1 -0.1 0.2 -0.412
F -1.902518 1.807100 -1.705383 0.1 0.0 -0.1 -0.465
F -5.654639 0.453140 -0.548973 0.0 0.1 -0.1 -0.509
O -3.287356 -0.162491 -1.362211 -0.6 0.2 0.1 -0.777
O -0.608018 2.050406 0.231235 -0.3 0.1 0.1 -0.208
O -0.077945 0.137359 0.901407 -0.1 -0.7 0.3 -0.254
N -5.130704 0.356307 2.230393 0.0 0.1 0.1 -0.101
N -4.109951 -1.256474 1.219370 0.0 0.0 0.0 0.033
N 2.017363 0.191023 -3.817331 0.0 0.0 -0.1 -0.002
N 2.746027 -0.083201 1.953039 0.2 0.1 0.3 0.063
N -0.000950 1.352073 -3.895182 0.1 0.0 0.0 0.015
N -1.916811 -1.507134 0.504216 -0.2 -0.2 -1.2 -0.026
C 2.618543 0.590830 -5.095391 0.0 0.0 0.1 -0.022
C 3.662895 -1.080579 2.301388 0.0 -0.1 -0.1 -0.306
C -2.460825 -3.923643 -0.698049 -0.1 -0.1 -0.1 0.036
C -4.054015 0.076470 1.498205 -0.1 0.0 0.0 -0.578
C 0.937588 0.702149 -3.244332 0.0 -0.1 0.0 -0.651
C 5.458250 -3.124747 3.009610 0.0 0.0 0.0 -0.058
C 0.789858 1.981763 2.225583 0.0 0.1 -0.1 -0.010
C -3.456428 -3.247313 -0.018308 -0.1 0.0 0.1 0.065
C 2.186720 2.261985 1.699537 0.1 0.0 0.1 -0.163
C -5.272379 -1.789327 1.783825 0.0 0.0 0.0 0.021
C -1.163676 -3.423944 -0.719566 0.0 -0.1 0.1 0.011
C 3.841793 3.847118 0.946567 0.1 0.0 0.0 -0.066
C 5.464719 -1.922746 3.697266 0.0 0.0 0.0 -0.083
C -3.149668 -2.021902 0.547282 0.0 0.2 0.1 -0.232
C 4.413605 1.517704 1.172240 0.0 -0.1 0.0 -0.031
C -0.323515 1.246505 -5.322605 0.0 0.0 0.0 -0.012
C 4.769888 2.815619 0.857535 0.0 0.0 0.0 -0.056
C -0.928754 -2.230978 -0.084877 0.1 -0.8 0.7 -0.178
C 3.120158 1.224444 1.601095 0.0 0.0 -0.1 -0.248
C -5.896404 -0.781993 2.407417 0.0 0.0 0.0 0.015
C 4.563397 -0.927148 3.360873 -0.1 0.1 0.0 -0.579
C 2.555701 3.561008 1.363926 -0.1 0.0 -0.1 -0.025
C -0.000820 1.394987 1.120671 0.1 0.1 -0.3 -0.669
C -5.520842 1.697674 2.664678 0.0 -0.1 0.0 0.013
C 3.687974 -2.311868 1.642389 -0.1 0.1 -0.1 -0.547
C 4.552546 -3.333266 1.982294 0.0 0.0 0.0 -0.099
H 4.524825 -4.266393 1.437490 0.0 0.0 0.0 0.110
H 4.122585 4.863430 0.707210 0.0 0.0 0.0 0.111
H 0.063720 0.313636 -5.721397 0.0 0.0 0.0 0.095
H 2.405970 -0.129543 -5.881715 0.0 0.0 0.0 0.098
H 6.154524 -3.905882 3.281165 0.0 0.0 0.0 0.119
H 3.693890 0.655843 -4.951753 0.0 0.0 0.0 0.103
H -4.464436 -3.632267 0.020307 0.0 0.0 0.0 0.133
H -4.652372 2.229405 3.043091 0.0 0.0 0.0 0.087
H 2.255691 1.571820 -5.382380 0.0 0.0 0.0 0.090
H -5.956269 2.235756 1.824394 0.0 0.0 0.0 0.109
H -5.519853 -2.832519 1.724390 0.0 0.0 0.0 0.136
H 6.149348 -1.753146 4.516710 0.0 0.0 0.0 0.116
H 0.069893 -1.884827 0.154568 0.1 0.1 -0.5 0.045
H 2.571178 -0.413637 -3.229233 0.0 0.0 0.0 0.131
H 0.810106 1.288499 3.068323 0.0 0.0 0.0 0.147
H 1.852998 -0.408823 1.636679 -0.1 -0.1 -0.1 0.074
H -0.358236 -3.964995 -1.194148 0.0 0.0 0.1 0.135
H 0.071194 2.087387 -5.888267 0.0 0.0 0.0 0.099
H 0.308367 2.912979 2.521122 0.0 0.0 0.0 0.144
H 5.783403 3.023702 0.540831 0.0 0.0 0.0 0.115
H 1.825855 4.357557 1.451990 0.0 0.0 0.0 0.122
H -0.695077 1.808687 -3.323475 -0.1 0.0 0.0 0.102
H 5.143117 0.719458 1.102446 0.0 0.0 0.0 0.123
H -6.251968 1.597919 3.460906 0.0 0.0 0.0 0.109
H -2.690565 -4.853204 -1.203020 0.0 0.0 0.0 0.140
H -6.809929 -0.767188 2.975593 0.0 0.0 0.0 0.149
H -1.407482 1.234149 -5.406318 0.0 0.0 0.0 0.093
```
Positions in Å, forces in eV/Å.